No. 1
19
Properties=species:S:1:pos:R:3:mulliken_charge:R:1 method="wB97M-V/def2-TZVPD" e_above_lowest_kcal_mol=55.98 lumo_energy_ev=0.93 total_charge=0 smiles=CNC[C@H](N)CS mol_weight_da=120.22
N -0.501 1.572 -1.099 -0.719
C -0.856 0.229 -0.639 0.467
C -1.909 0.453 0.521 -1.115
S -2.626 -1.169 1.213 -0.214
C 0.277 -0.591 -0.015 -0.575
N 1.631 -0.122 -0.232 -0.325
C 2.557 -0.570 0.786 -0.977
H 0.304 1.336 -1.723 0.262
H -1.213 2.020 -1.717 0.268
H -1.127 -0.572 -1.566 0.154
H -2.833 1.025 0.117 0.362
H -1.488 1.210 1.269 0.451
H -3.102 -1.575 0.024 0.134
H 0.093 -0.434 1.019 0.385
H 0.053 -1.629 -0.394 0.254
H 2.152 0.689 -0.633 0.254
H 2.756 -1.638 0.748 0.257
H 3.566 -0.069 0.587 0.315
H 2.265 -0.166 1.736 0.360


No. 2
7
Properties=species:S:1:pos:R:3:mulliken_charge:R:1 method="wB97M-V/def2-TZVPD" lumo_energy_ev=-1.08 total_charge=0 mol_weight_da=127.33
Li 2.378 -0.905 -1.131 0.866
Cl 0.459 -1.070 -1.695 -0.816
C -0.519 0.472 0.481 0.051
Cl 0.489 0.632 1.881 -0.184
Cl -2.212 -0.177 0.824 -0.193
H -0.560 1.318 -0.205 0.339
H -0.035 -0.269 -0.155 -0.063


No. 3
203
Properties=species:S:1:pos:R:3:mulliken_charge:R:1 method="wB97M-V/def2-TZVPD" e_above_lowest_kcal_mol=0.00 lumo_energy_ev=-7.30 total_charge=+5 mol_weight_da=1187.60
C -3.141 -2.916 5.113 -1.197
C -4.415 -3.601 4.508 -0.352
C -5.637 -2.660 4.725 -0.770
N -6.993 -3.276 4.472 0.100
C -7.253 -4.506 5.302 -0.856
C -7.024 -3.629 2.993 -0.510
C -8.513 -3.621 2.610 -0.539
C -9.184 -2.831 3.705 -0.761
C -8.064 -2.262 4.638 -0.579
H -2.364 -3.567 4.748 0.394
H -3.152 -2.960 6.211 0.390
H -2.917 -1.902 4.646 0.175
H -4.632 -4.491 5.090 0.346
H -4.176 -3.868 3.501 0.420
H -5.631 -1.833 4.034 0.395
H -5.570 -2.327 5.767 0.354
H -8.314 -4.869 5.247 0.314
H -6.956 -4.372 6.360 0.330
H -6.600 -5.286 4.939 0.393
H -6.528 -4.596 2.872 0.430
H -6.515 -2.803 2.534 0.276
H -8.919 -4.641 2.583 0.262
H -8.678 -3.259 1.608 0.390
H -9.863 -3.452 4.277 0.360
H -9.850 -2.068 3.337 0.425
H -8.270 -2.190 5.697 0.459
H -7.627 -1.289 4.394 0.359
C 5.791 1.493 8.706 -1.325
C 5.534 0.655 7.411 -0.170
C 5.089 1.528 6.233 -0.918
N 4.576 0.844 5.006 0.245
C 3.462 -0.068 5.362 -1.146
C 5.662 0.120 4.279 -0.874
C 5.158 -0.099 2.887 -0.137
C 4.139 1.024 2.683 -0.738
C 4.089 1.819 3.972 -0.672
H 6.327 0.845 9.447 0.358
H 4.870 1.886 9.125 0.369
H 6.451 2.337 8.538 0.369
H 4.672 0.004 7.583 0.280
H 6.402 0.049 7.109 0.360
H 5.808 2.198 5.881 0.495
H 4.179 2.009 6.582 0.353
H 2.973 -0.208 4.403 0.463
H 2.814 0.344 6.106 0.308
H 3.928 -0.933 5.738 0.489
H 6.046 -0.726 4.816 0.494
H 6.465 0.811 4.213 0.362
H 4.622 -1.039 2.751 -0.066
H 5.904 -0.109 2.146 0.530
H 3.153 0.592 2.589 0.364
H 4.384 1.659 1.828 0.492
H 3.094 2.087 4.317 0.424
H 4.715 2.733 4.008 0.321
C 6.986 -5.523 -2.032 -1.551
C 5.937 -5.197 -1.003 0.055
C 5.899 -6.222 0.152 -0.896
N 5.003 -5.924 1.335 0.065
C 3.589 -5.507 0.926 -0.838
C 5.618 -4.819 2.037 -0.526
C 4.874 -4.795 3.423 -0.525
C 4.456 -6.227 3.707 -0.934
C 4.924 -6.984 2.411 -0.488
H 7.051 -4.727 -2.773 0.395
H 6.751 -6.393 -2.602 0.406
H 7.993 -5.766 -1.615 0.346
H 4.980 -5.126 -1.440 0.372
H 6.172 -4.180 -0.619 0.137
H 6.820 -6.198 0.722 0.454
H 5.765 -7.214 -0.119 0.550
H 3.584 -4.587 0.361 0.235
H 3.011 -5.396 1.858 0.368
H 3.087 -6.194 0.266 0.363
H 5.528 -3.929 1.339 0.191
H 6.678 -5.057 2.095 0.518
H 4.042 -4.109 3.208 0.303
H 5.609 -4.311 4.097 0.439
H 3.371 -6.262 3.885 0.336
H 4.938 -6.601 4.602 0.358
H 4.327 -7.812 2.099 0.437
H 5.964 -7.412 2.451 0.410
C -0.223 -5.672 -4.652 -1.510
C -0.720 -6.655 -5.714 -0.124
C -2.192 -6.927 -5.571 -0.976
N -2.798 -8.157 -6.269 0.063
C -2.471 -8.008 -7.710 -0.913
C -4.288 -8.201 -6.051 -0.543
C -4.694 -9.660 -6.359 -0.649
C -3.441 -10.520 -6.193 -0.603
C -2.407 -9.458 -5.676 -0.434
H -0.855 -4.802 -4.639 0.370
H 0.803 -5.382 -4.909 0.379
H -0.290 -6.055 -3.662 0.408
H -0.176 -7.605 -5.694 0.324
H -0.487 -6.197 -6.675 0.384
H -2.805 -6.055 -5.959 0.485
H -2.460 -7.085 -4.583 0.380
H -2.620 -7.014 -8.102 0.305
H -3.107 -8.723 -8.303 0.395
H -1.429 -8.277 -7.733 0.416
H -4.755 -7.534 -6.729 0.371
H -4.493 -8.014 -4.957 0.361
H -5.048 -9.756 -7.398 0.331
H -5.436 -10.022 -5.654 0.334
H -3.222 -10.924 -7.192 0.302
H -3.493 -11.335 -5.492 0.409
H -1.399 -9.756 -6.085 0.353
H -2.469 -9.264 -4.605 0.382
C -4.757 7.317 3.677 -1.552
C -5.598 6.247 3.093 0.067
C -4.875 5.645 1.926 -1.162
N -5.538 4.579 1.184 0.533
C -5.714 3.415 2.076 -1.247
C -4.700 4.279 -0.030 -0.609
C -5.673 3.512 -0.919 -0.464
C -7.166 3.977 -0.522 -0.824
C -6.876 5.024 0.610 -0.638
H -4.579 8.173 3.031 0.357
H -3.841 6.856 4.044 0.371
H -5.270 7.638 4.529 0.457
H -6.466 6.723 2.674 0.286
H -5.843 5.512 3.842 0.269
H -3.906 5.301 2.306 0.502
H -4.674 6.475 1.276 0.393
H -4.785 2.864 2.199 0.390
H -6.442 2.801 1.605 0.484
H -6.192 3.701 3.007 0.286
H -3.806 3.688 0.215 0.410
H -4.375 5.251 -0.407 0.423
H -5.459 2.495 -0.742 0.175
H -5.450 3.716 -1.978 0.434
H -7.670 3.170 0.007 0.363
H -7.690 4.501 -1.313 0.379
H -7.645 5.169 1.387 0.427
H -6.731 5.992 0.172 0.465
C 4.808 1.331 -7.350 -1.414
C 3.487 0.600 -6.978 -0.036
C 3.174 0.960 -5.515 -1.010
N 1.777 0.506 -4.983 0.411
C 1.780 -1.021 -4.718 -1.144
C 0.677 0.932 -5.959 -0.604
C 0.663 2.459 -5.843 -0.652
C 0.904 2.625 -4.273 -0.607
C 1.395 1.282 -3.781 -0.542
H 4.697 2.414 -7.427 0.363
H 5.130 1.129 -8.360 0.407
H 5.609 1.208 -6.609 0.357
H 3.594 -0.482 -7.002 0.305
H 2.644 0.866 -7.675 0.177
H 3.197 2.023 -5.339 0.489
H 3.868 0.424 -4.844 0.482
H 2.223 -1.601 -5.531 0.248
H 0.754 -1.315 -4.508 0.415
H 2.377 -1.216 -3.850 0.373
H -0.234 0.327 -5.699 0.436
H 0.894 0.647 -6.990 0.465
H -0.393 2.790 -5.993 0.373
H 1.358 3.010 -6.484 0.322
H -0.033 2.881 -3.860 0.399
H 1.521 3.525 -4.096 0.320
H 0.633 0.744 -3.221 0.495
H 2.203 1.325 -3.017 0.133
C 2.340 13.691 0.842 -1.305
C 2.234 12.157 0.663 -0.360
C 2.189 11.729 -0.840 -0.715
N 2.680 10.298 -1.144 0.189
C 4.188 10.146 -1.036 -0.951
C 2.302 9.853 -2.534 -0.560
C 1.955 8.317 -2.475 -0.394
C 2.200 7.961 -0.950 -0.971
C 1.939 9.310 -0.311 -0.642
H 1.535 14.305 0.414 0.338
H 3.363 13.860 0.486 0.367
H 2.402 13.890 1.884 0.396
H 1.403 11.629 1.186 0.379
H 3.189 11.750 1.034 0.245
H 2.793 12.373 -1.502 0.428
H 1.150 11.783 -1.171 0.370
H 4.487 9.142 -1.319 0.447
H 4.508 10.329 0.007 0.323
H 4.744 10.805 -1.766 0.369
H 3.195 10.116 -3.145 0.354
H 1.475 10.453 -2.907 0.318
H 2.737 7.774 -3.044 0.268
H 0.911 8.110 -2.731 0.355
H 3.186 7.520 -0.706 0.321
H 1.501 7.190 -0.674 0.450
H 2.119 9.460 0.735 0.517
H 0.903 9.660 -0.347 0.467
P 2.751 -1.403 -0.780 1.489
F 2.083 -2.469 0.283 -0.399
F 2.584 -2.499 -2.023 -0.408
F 1.254 -0.841 -1.159 -0.441
F 3.489 -0.415 -1.842 -0.399
F 2.872 -0.304 0.354 -0.349
F 4.222 -1.945 -0.391 -0.465
P -3.351 0.096 1.986 1.375
F -4.291 0.617 0.806 -0.356
F -3.817 -1.449 1.807 -0.385
F -2.195 -0.101 0.927 -0.365
F -2.247 -0.415 3.100 -0.432
F -2.950 1.633 2.301 -0.421
F -4.524 0.235 3.098 -0.394


No. 4
17
Properties=species:S:1:pos:R:3:mulliken_charge:R:1 method="wB97M-V/def2-TZVPD" e_above_lowest_kcal_mol=57.82 lumo_energy_ev=0.91 total_charge=0 mol_weight_da=102.13
C -2.039 -0.276 -1.035 -1.167
C -1.103 0.682 -0.361 0.265
O -0.285 -0.163 2.611 -0.659
C 0.190 0.407 -0.167 -0.336
C 1.151 -0.699 -0.530 -0.475
C 2.174 0.280 0.061 -0.271
O 1.153 1.268 0.354 -0.449
H -2.970 -0.409 -0.474 0.325
H -2.307 0.115 -2.023 0.339
H -1.606 -1.271 -1.192 0.313
H -1.458 1.676 -0.093 0.425
H -0.048 0.753 2.395 0.349
H -0.663 -0.452 1.722 0.366
H 1.038 -1.651 -0.003 0.226
H 1.221 -0.889 -1.606 0.251
H 2.902 0.691 -0.642 0.270
H 2.651 -0.062 0.982 0.228